[1]
The following is a DFT calculation (ωB97M-V/def2-TZVPD) of a gas-phase ion, C4H11N2O (charge +1).

The calculation puts the lowest unoccupied orbital energy at -3.4959 eV. Its net charge is +1. The calculation puts the HOMO energy at -13.16 eV. As for the HOMO-LUMO gap: 0.3552 hartree. The SMILES is NCC[C@@H]([NH3+])C=O.

Cartesian coordinates (Å):
N (1.221, 1.427, -1.150)
C (0.570, 0.222, -1.667)
C (0.170, -0.760, -0.556)
C (-0.623, 0.006, 0.529)
N (-1.553, -0.928, 1.250)
C (0.404, 0.427, 1.579)
O (0.345, -0.071, 2.678)
H (0.718, 2.246, -1.435)
H (2.220, 1.384, -1.154)
H (-0.260, 0.470, -2.253)
H (1.290, -0.235, -2.354)
H (-0.322, -1.610, -1.031)
H (1.094, -1.091, -0.082)
H (-1.173, 0.846, 0.106)
H (-1.894, -1.624, 0.584)
H (-1.044, -1.355, 2.036)
H (-2.376, -0.437, 1.602)
H (1.215, 1.083, 1.318)

Cartesian forces, eV/Å:
-1.56 -0.94 0.63
2.25 -0.18 0.47
0.60 0.92 -0.24
0.62 -0.47 -0.34
-0.59 0.20 -0.77
-0.47 -0.47 1.14
-0.08 -0.04 -0.18
0.85 0.52 -0.15
0.15 0.64 -0.38
-1.42 0.51 -0.79
-0.35 -0.50 0.08
-0.33 -0.09 0.35
0.01 -0.46 -0.10
-0.10 -0.07 0.13
0.06 -0.16 0.24
0.02 0.10 0.17
0.12 -0.02 0.29
0.20 0.52 -0.53


[2]
The following is a DFT calculation (ωB97M-V/def2-TZVPD) of a single C5H11NO molecule.

The calculation puts the lowest unoccupied orbital energy at 1.1095 eV. The calculation puts the HOMO energy at -9.45 eV. As for the HOMO-LUMO gap: 0.3880 hartree. The SMILES is C[C@H]1CN1CCO.

Cartesian coordinates (Å):
C (1.981, 0.119, -1.376)
C (1.107, -0.608, -0.387)
C (1.230, -0.417, 1.077)
N (0.107, 0.150, 0.350)
C (-1.207, -0.459, 0.565)
C (-2.261, 0.503, 0.030)
O (-2.094, 1.772, 0.613)
H (1.504, 0.167, -2.361)
H (2.942, -0.396, -1.486)
H (2.172, 1.142, -1.038)
H (0.795, -1.608, -0.695)
H (1.940, 0.306, 1.476)
H (1.034, -1.273, 1.723)
H (-1.293, -1.446, 0.084)
H (-1.362, -0.587, 1.642)
H (-2.194, 0.555, -1.070)
H (-3.266, 0.151, 0.289)
H (-1.136, 1.931, 0.566)

Cartesian forces, eV/Å:
0.01 0.04 0.00
0.07 -0.10 -0.16
0.15 -0.04 0.20
-0.08 -0.02 -0.04
-0.06 -0.03 0.04
-0.13 -0.34 -0.13
0.21 0.17 -0.02
0.05 0.01 0.14
-0.14 0.07 0.00
-0.03 -0.15 -0.02
0.02 0.14 0.04
-0.09 -0.13 -0.08
0.01 0.12 -0.11
0.02 0.13 0.07
0.00 0.03 -0.09
0.01 0.02 0.15
0.14 0.02 -0.05
-0.16 0.07 0.04


[3]
The following is a DFT calculation (ωB97M-V/def2-TZVPD) of a molecular structure, C2H5NiO3.

The calculation puts the lowest unoccupied orbital energy (alpha / beta) at -6.4959 / -6.5215 eV. Its net charge is +1. The calculation puts the HOMO energy (alpha / beta) at -14.51 / -14.45 eV. As for the spin multiplicity: 3. The expectation value of S² is 2.012. As for the HOMO-LUMO gap (alpha / beta): 0.2946 / 0.2914 hartree.

Cartesian coordinates (Å):
H (-1.145, 1.442, 5.200)
O (0.279, 1.844, 3.830)
O (0.901, 0.634, 4.089)
C (-0.870, 2.008, 4.304)
H (-1.279, 3.009, 4.139)
Ni (1.490, 0.058, 2.454)
O (0.731, -0.120, 0.931)
C (-0.511, -0.052, 0.351)
H (-0.461, 0.239, -0.715)
H (-1.042, -1.020, 0.430)
H (-1.223, 0.677, 0.947)

Cartesian forces, eV/Å:
-0.49 -0.73 -0.79
-1.58 0.44 -0.93
-0.01 0.03 1.20
1.89 1.20 1.98
-0.16 -0.38 -0.55
0.14 -0.64 -1.03
1.05 0.13 0.36
-2.65 0.74 0.56
0.07 -0.01 0.61
0.41 0.20 -0.18
1.34 -0.99 -1.24


[4]
The following is a DFT calculation (ωB97M-V/def2-TZVPD) of 2 unconnected molecules or ions with the total composition CH4F2NP.

The calculation puts the lowest unoccupied orbital energy (alpha / beta) at -0.4013 / -0.2167 eV. The calculation puts the HOMO energy (alpha / beta) at -9.43 / -8.10 eV. As for the HOMO-LUMO gap (alpha / beta): 0.3318 / 0.2896 hartree.

Cartesian coordinates (Å):
C (-0.837, 0.019, -1.227)
N (0.118, 0.735, -0.419)
F (2.084, 0.102, 2.065)
F (-0.197, -0.473, 2.817)
P (0.850, -0.858, 1.639)
H (-1.792, -0.335, -0.572)
H (-1.017, 0.830, -1.966)
H (-0.281, -0.867, -1.574)
H (1.072, 0.847, -0.764)

Cartesian forces, eV/Å:
0.26 -0.58 1.47
-0.07 0.25 3.23
-0.94 -0.62 -0.24
0.81 -0.08 -1.04
-0.14 1.48 0.05
2.18 1.20 -1.76
-0.75 -1.15 -0.27
-1.05 0.06 -0.85
-0.29 -0.56 -0.58


[5]
The following is a DFT calculation (ωB97M-V/def2-TZVPD) of a single C6H10O molecule.

The calculation puts the lowest unoccupied orbital energy at 0.4791 eV. The calculation puts the HOMO energy at -8.43 eV. As for the HOMO-LUMO gap: 0.3274 hartree.

Cartesian coordinates (Å):
C (1.473, -0.756, -0.057)
C (0.108, -0.047, 0.001)
C (-0.627, -0.069, -1.419)
C (-1.678, -0.128, -0.410)
C (-1.039, -1.017, 0.553)
O (-0.948, 2.058, 0.774)
C (0.237, 1.326, 0.687)
H (2.191, -0.151, -0.622)
H (1.408, -1.738, -0.533)
H (1.872, -0.896, 0.955)
H (-0.589, 0.821, -2.050)
H (-0.291, -0.973, -1.937)
H (-1.656, 1.489, 0.365)
H (-0.753, -2.037, 0.277)
H (-1.352, -0.932, 1.595)
H (0.993, 1.900, 0.127)
H (0.649, 1.150, 1.694)

Cartesian forces, eV/Å:
0.01 -0.01 0.00
0.19 0.15 0.11
-0.06 0.02 -0.23
0.19 -0.13 -0.02
-0.14 -0.15 0.13
-0.06 0.09 0.04
0.33 -0.18 -0.01
-0.18 -0.04 0.08
-0.06 0.18 0.07
-0.14 0.06 -0.13
-0.06 -0.17 0.05
0.03 0.07 0.09
0.06 0.11 0.06
0.05 0.11 0.00
-0.01 -0.06 -0.17
-0.09 -0.08 0.07
-0.06 0.02 -0.13


[6]
The following is a DFT calculation (ωB97M-V/def2-TZVPD) of 2 unconnected molecules or ions with the total composition C6H13NO.

The calculation puts the lowest unoccupied orbital energy at -0.1340 eV. The calculation puts the HOMO energy at -9.11 eV. As for the HOMO-LUMO gap: 0.3299 hartree. The SMILES is [H]/N=C/C=C.CC(C)O.

Cartesian coordinates (Å):
H (-1.219, 0.559, -2.659)
N (-1.120, 0.780, -1.672)
C (-2.012, 0.284, -0.903)
C (-2.093, 0.643, 0.503)
C (-1.350, 1.597, 1.063)
H (-2.808, -0.372, -1.267)
H (-2.768, 0.042, 1.100)
H (-1.368, 1.777, 2.127)
H (-0.671, 2.196, 0.476)
C (1.575, -0.209, 1.367)
C (1.722, -0.346, -0.150)
C (0.852, -1.643, -0.648)
O (1.418, 0.813, -0.824)
H (1.934, -1.105, 1.871)
H (0.530, -0.049, 1.629)
H (2.153, 0.648, 1.710)
H (2.760, -0.603, -0.399)
H (0.940, -1.743, -1.727)
H (-0.188, -1.635, -0.321)
H (1.321, -2.492, -0.160)
H (0.393, 0.857, -1.116)

Cartesian forces, eV/Å:
-0.10 -0.33 0.11
-0.53 -0.10 0.25
-0.10 0.64 -1.03
0.28 -0.15 0.71
-0.15 -0.21 -0.10
0.09 0.01 -0.12
0.00 0.06 0.07
-0.16 0.05 0.06
0.09 0.05 -0.11
0.13 0.06 -0.33
-1.12 -2.39 -0.14
1.39 1.45 0.89
-2.30 0.98 -1.07
0.02 -0.05 0.08
0.00 -0.05 0.04
0.05 0.04 0.07
-0.03 0.05 0.13
-0.13 -0.03 -0.07
0.05 0.27 -0.10
0.05 -0.32 -0.10
2.46 -0.07 0.75


Number 1: DFT total energy -343.49060 Ha, molar mass 103.14 g/mol. Number 2: DFT total energy -327.05744 Ha, molar mass 101.15 g/mol. Number 3: DFT total energy -1812.73608 Ha, molar mass 135.75 g/mol. Number 4: DFT total energy -636.27751 Ha, molar mass 99.02 g/mol. Number 5: DFT total energy -309.69949 Ha, molar mass 98.14 g/mol. Number 6: DFT total energy -366.34744 Ha, molar mass 115.18 g/mol.